Entry 1:
Below is a gas-phase ion, C3H8N5 (charge +1) in a non-equilibrium geometry, with properties calculated with the ωB97M-V functional and the def2-TZVPD basis.

Properties
E_HOMO = -14.0 eV
ΔE to the lowest compared entry with this formula, charge and spin = 43.1 kcal per mole
Kohn-Sham gap = 9.123 eV
Total charge = +1

Last column: natural (NBO) charge in e.
Element x y z (Å)
N: 1.711 0.365 -1.048  -0.525
N: 0.387 -0.481 2.184  -0.602
N: -0.415 1.013 -1.066  -0.532
N: 0.450 -0.141 0.853  -0.187
N: -1.597 -0.891 -0.244  -0.839
C: 1.543 -0.033 0.159  0.344
C: -0.810 0.272 0.145  0.247
C: 0.682 0.829 -1.784  0.378
H: 0.066 -1.481 2.263  0.387
H: 0.902 1.201 -2.737  0.247
H: -2.614 -0.797 -0.099  0.410
H: 2.474 -0.390 0.632  0.216
H: -1.589 0.888 0.853  0.253
H: -1.305 -1.105 -1.237  0.382
H: 1.390 -0.602 2.590  0.391
H: -1.276 1.352 -1.465  0.430


Entry 2:
Below is 2 unconnected molecules or ions with the total composition C18H28Cl3F3NO5 in a non-equilibrium geometry, with properties calculated with the ωB97M-V functional and the def2-TZVPD basis.

Properties
E_HOMO = -4.3 eV
Kohn-Sham gap = 6.680 eV
Total charge = -1

Last column: natural (NBO) charge in e.
Element x y z (Å)
Cl: -0.257 -1.069 4.867  0.041
Cl: -2.143 1.132 5.158  -0.013
Cl: -2.770 -1.099 3.394  -0.003
F: -3.712 3.083 0.119  -0.360
F: -3.077 2.766 -2.157  -0.359
F: -4.950 1.540 -1.217  -0.352
O: -3.290 0.073 0.566  -0.706
O: -1.162 -4.776 1.148  -0.578
O: 1.628 -0.029 2.813  -0.758
O: 3.558 0.153 1.384  -0.798
O: 2.174 1.675 -0.494  -0.533
N: 0.000 0.727 0.365  -0.530
C: 1.361 -0.523 -4.340  -0.634
C: -1.478 -0.078 4.048  -0.274
C: -0.468 -1.803 0.265  -0.448
C: -0.904 -3.010 -0.772  -0.448
C: -2.528 0.809 -0.497  0.035
C: 1.660 2.586 -1.512  -0.078
C: 1.076 1.808 -2.873  -0.438
C: 2.568 3.342 2.014  -0.018
C: 0.173 -0.472 -0.521  -0.246
C: -1.191 1.577 0.078  -0.242
C: 2.134 0.476 1.683  0.713
C: 2.082 0.570 -3.352  -0.423
C: 1.274 1.477 0.646  0.357
C: 3.915 3.598 2.400  -0.285
C: -0.380 -4.423 -0.049  -0.066
C: -0.411 -4.531 2.393  -0.284
C: -3.570 2.037 -0.958  0.971
C: 1.060 2.857 1.568  -0.505
H: -1.549 2.049 1.115  0.229
H: -0.379 -5.331 -0.819  0.175
H: -0.200 -3.404 2.628  0.211
H: -1.286 -1.519 1.051  0.237
H: 0.763 -1.283 -3.654  0.207
H: 2.196 -1.176 -4.880  0.213
H: 2.509 -0.043 -2.429  0.238
H: 0.443 -2.244 0.898  0.232
H: 0.901 3.396 -1.151  0.175
H: -1.014 2.502 -0.633  0.204
H: -0.997 0.444 3.217  0.254
H: -0.259 -0.353 -1.620  0.174
H: -3.628 -0.775 0.152  0.485
H: 2.604 3.195 -1.919  0.192
H: -1.098 -4.926 3.285  0.194
H: -2.072 -3.107 -0.834  0.201
H: 1.317 -0.773 -0.688  0.264
H: 1.174 2.626 -3.737  0.203
H: 0.681 0.062 -5.093  0.206
H: 3.043 1.041 -3.880  0.201
H: 0.467 3.681 0.973  0.232
H: 0.599 -5.133 2.477  0.175
H: 0.755 -4.330 0.306  0.181
H: -2.363 0.179 -1.466  0.224
H: 0.482 2.488 2.537  0.275
H: -0.481 -2.876 -1.856  0.209
H: 5.063 3.655 2.620  0.275
H: -0.044 1.486 -2.768  0.197


Entry 3:
Below is a molecular structure, C35H48BrN12O2PV in a non-equilibrium geometry, with properties calculated with the ωB97M-V functional and the def2-TZVPD basis.

Properties
E_HOMO (spin up / spin down) = -14.1 / -14.1 eV
2S+1 = 2
ΔE to the lowest compared entry with this formula, charge and spin = 11.3 kcal per mole
Kohn-Sham gap (spin up / spin down) = 8.206 / 8.458 eV
Total charge = +2

Last column: Löwdin spin population.
Element x y z (Å)
Br: 1.618 0.796 4.004  0.002
V: -1.029 0.366 1.321  1.184
P: 1.228 0.006 -1.019  -0.020
O: -2.925 0.102 1.615  0.005
O: -4.401 -0.716 3.084  0.001
N: -3.250 3.934 0.976  0.001
N: -1.185 4.659 1.914  0.000
N: 0.786 -1.386 -1.750  -0.005
N: 0.630 3.307 1.666  0.002
N: 2.794 -0.088 -0.586  -0.005
N: -1.108 0.440 3.490  -0.002
N: -2.439 0.834 -0.564  -0.008
N: -1.441 2.446 1.139  -0.001
N: -3.084 5.926 2.102  0.002
N: 1.026 1.233 -2.086  -0.009
N: -1.051 -1.777 1.615  -0.004
N: 0.370 0.261 0.382  -0.168
C: 0.935 -2.629 -0.975  -0.001
C: 5.074 0.222 -1.500  0.000
C: 3.301 -0.106 0.785  -0.002
C: -0.687 3.478 1.586  0.003
C: 0.736 -2.636 -3.874  0.000
C: -3.364 -0.175 2.803  0.002
C: -0.328 1.657 -2.487  0.000
C: -2.665 2.798 0.745  0.001
C: 0.038 -3.740 2.426  0.000
C: -2.489 4.819 1.675  0.001
C: -0.024 -2.377 2.234  0.003
C: -2.047 -3.924 1.308  -0.001
C: -3.291 1.777 -0.123  -0.001
C: -2.783 0.246 5.206  -0.001
C: -1.845 0.547 6.178  0.005
C: -0.530 0.746 5.799  0.000
C: 0.679 3.337 -4.050  0.000
C: 1.998 2.340 -2.162  0.000
C: -0.207 0.668 4.457  0.004
C: -0.992 -4.556 1.960  0.003
C: 4.565 0.733 0.900  0.000
C: -2.384 0.206 3.889  0.004
C: 0.084 -1.547 -3.033  0.000
C: 5.624 0.232 -0.077  0.000
C: -4.639 1.780 -0.410  0.001
C: -4.270 -0.208 -1.683  0.001
C: 0.846 -3.944 -3.101  0.000
C: -2.048 -2.552 1.163  0.004
C: -0.982 -6.037 2.175  0.001
C: 3.773 -0.568 -1.584  -0.001
C: -5.139 0.757 -1.206  0.000
C: 1.605 -3.718 -1.800  0.000
C: -0.330 2.204 -3.907  0.000
C: -2.927 -0.128 -1.335  0.001
C: 2.058 2.883 -3.582  0.000
H: 4.934 0.686 1.927  0.000
H: 6.519 0.852 -0.022  0.000
H: 0.354 4.191 -3.446  0.000
H: 2.969 1.982 -1.840  0.000
H: -1.007 0.822 -2.383  0.000
H: 3.974 -1.628 -1.392  0.000
H: 2.767 3.712 -3.613  0.000
H: 1.647 -4.633 -1.206  0.000
H: 2.636 -3.427 -2.021  0.000
H: 5.793 -0.223 -2.189  0.000
H: 2.441 2.101 -4.245  0.000
H: -0.157 -4.324 -2.878  0.000
H: 1.688 3.136 -1.472  0.000
H: 4.908 1.248 -1.838  0.000
H: 1.176 4.043 2.079  0.000
H: -0.055 -2.972 -0.656  0.000
H: 4.323 1.779 0.686  0.000
H: -1.413 -6.561 1.323  0.000
H: 1.732 -2.300 -4.179  0.000
H: 0.890 -4.166 2.942  0.000
H: 0.109 -0.606 -3.566  0.000
H: -0.675 2.431 -1.787  0.000
H: 3.529 -1.145 1.062  0.000
H: 0.777 -1.731 2.575  0.000
H: -2.542 6.642 2.555  0.000
H: -2.124 0.600 7.221  0.000
H: -2.882 -4.495 0.923  0.000
H: -5.271 2.560 -0.012  0.000
H: -0.964 -1.809 -2.836  0.000
H: -2.876 -2.040 0.692  0.000
H: -3.816 0.030 5.436  0.000
H: 3.333 -0.493 -2.579  0.000
H: 5.925 -0.782 0.207  0.000
H: 1.042 2.420 1.447  0.001
H: 0.150 -2.771 -4.785  0.000
H: 1.343 -4.702 -3.706  0.000
H: 0.246 0.943 6.524  0.000
H: 0.723 3.680 -5.084  0.000
H: -0.089 1.402 -4.612  0.000
H: -2.221 -0.870 -1.694  0.000
H: -4.619 -1.016 -2.310  0.000
H: -4.044 6.097 1.859  0.000
H: 1.513 -2.411 -0.075  0.000
H: -1.339 2.551 -4.145  0.000
H: 0.025 -6.410 2.351  0.000
H: 2.523 0.245 1.450  -0.001
H: -1.588 -6.284 3.050  0.000
H: -6.192 0.715 -1.445  0.000


Entry 4:
Below is a molecular structure, C7H14N2 in a non-equilibrium geometry, with properties calculated with the ωB97M-V functional and the def2-TZVPD basis.

Properties
E_HOMO = -9.6 eV
ΔE to the lowest compared entry with this formula, charge and spin = 118.6 kcal per mole
Kohn-Sham gap = 10.403 eV

Last column: natural (NBO) charge in e.
Element x y z (Å)
N: -0.999 -1.150 -0.068  -0.504
N: -0.037 1.154 -0.183  -0.536
C: 0.461 2.035 0.855  -0.042
C: 0.494 -3.220 0.134  -0.614
C: -0.527 -0.027 -0.018  0.678
C: -0.751 -2.678 -1.907  -0.629
C: 1.712 3.038 0.381  -0.627
C: -0.754 2.877 1.451  -0.611
C: -0.041 -2.077 -0.668  -0.116
H: 0.999 1.641 1.726  0.184
H: 1.580 -3.483 -0.709  0.230
H: 0.598 -2.538 1.215  0.244
H: 2.632 2.334 0.077  0.215
H: -0.322 3.407 2.368  0.198
H: 1.852 3.783 1.270  0.221
H: -1.271 -2.007 -2.661  0.222
H: 1.579 3.538 -0.631  0.217
H: -1.613 -3.193 -1.483  0.209
H: -1.167 3.741 0.893  0.216
H: -1.530 2.299 1.813  0.209
H: -0.194 -3.424 -2.582  0.216
H: -0.290 -4.301 0.106  0.233
H: 0.837 -1.521 -1.020  0.187


Entry 5:
Below is a molecular structure, C24H34N2O7S in a non-equilibrium geometry, with properties calculated with the ωB97M-V functional and the def2-TZVPD basis.

Properties
E_HOMO = -8.5 eV
ΔE to the lowest compared entry with this formula, charge and spin = 452.9 kcal per mole
Kohn-Sham gap = 7.441 eV

Last column: natural (NBO) charge in e.
Element x y z (Å)
S: -1.405 2.552 1.028  2.211
O: 0.088 2.321 1.178  -0.913
O: 4.272 -3.181 -3.825  -0.569
O: 1.963 -0.633 -4.350  -0.514
O: -4.167 2.373 1.008  -0.487
O: -2.722 0.411 4.958  -0.513
O: 0.154 -2.144 -4.794  -0.633
O: -1.947 3.847 1.156  -0.911
N: 3.269 -1.706 -2.643  -0.634
N: -2.015 1.850 2.514  -0.686
C: -1.563 0.985 -1.016  -0.204
C: 4.756 -1.165 0.948  -0.626
C: -1.456 -0.556 -3.005  -0.142
C: -3.244 1.659 4.660  -0.060
C: 3.464 -2.441 -3.608  0.655
C: -3.625 1.494 -0.056  0.282
C: 4.083 -0.795 -0.341  -0.236
C: -2.336 2.412 3.711  -0.277
C: -2.393 1.571 -0.294  -0.244
C: -0.239 -0.155 -3.531  -0.272
C: -2.309 -0.192 3.808  -0.085
C: -1.535 0.437 2.806  -0.307
C: 1.827 -0.799 0.555  -0.468
C: -4.252 0.639 -1.020  -0.222
C: -5.789 2.218 0.968  -0.254
C: 2.636 -2.926 -0.573  -0.508
C: 1.462 -2.024 -0.140  -0.312
C: 2.816 0.083 0.183  -0.196
C: 3.220 1.190 1.083  -0.620
C: 0.679 -1.006 -4.334  0.736
C: 2.921 -1.571 -4.829  -0.214
C: -3.547 0.267 -2.119  -0.211
C: -2.142 0.287 -2.151  0.012
C: 3.661 -2.320 -1.267  -0.004
H: -6.163 1.322 1.105  0.178
H: 5.253 -0.553 1.587  0.212
H: 2.138 -1.303 1.601  0.191
H: 2.856 -3.393 0.411  0.233
H: -3.577 2.392 5.514  0.199
H: -0.454 0.891 -0.993  0.264
H: -3.375 -0.471 3.353  0.145
H: -1.554 2.868 4.119  0.185
H: 0.830 -0.168 0.824  0.228
H: 2.377 1.729 0.935  0.244
H: -1.903 -1.378 -3.443  0.237
H: 3.986 1.898 0.423  0.211
H: -2.788 3.427 3.502  0.230
H: -4.120 1.558 4.257  0.158
H: 4.868 -0.184 -0.890  0.223
H: 4.229 -1.946 1.731  0.203
H: 2.244 -3.567 -1.244  0.227
H: 2.249 -2.354 -5.600  0.238
H: 3.621 -0.824 -5.486  0.232
H: 0.383 -2.780 0.426  0.221
H: -1.354 -0.273 1.936  0.237
H: 0.386 0.630 -2.958  0.199
H: 5.535 -2.164 0.595  0.188
H: 2.619 -0.894 -2.381  0.450
H: 0.943 -1.479 -1.078  0.168
H: -4.065 -0.457 -2.727  0.223
H: -6.229 2.793 0.104  0.201
H: 3.518 0.882 2.128  0.231
H: -1.931 -1.350 4.121  0.213
H: -6.138 2.992 1.788  0.212
H: 2.457 0.480 -0.926  0.153
H: 4.638 -2.869 -1.388  0.251
H: -5.572 0.684 -1.177  0.232
H: -0.490 0.879 3.164  0.209


What did the fifth record say?
Below is a molecular structure, C24H34N2O7S in a non-equilibrium geometry, with properties calculated with the ωB97M-V functional and the def2-TZVPD basis.

Properties
E_HOMO = -8.5 eV
ΔE to the lowest compared entry with this formula, charge and spin = 452.9 kcal per mole
Kohn-Sham gap = 7.441 eV

Last column: natural (NBO) charge in e.
Element x y z (Å)
S: -1.405 2.552 1.028  2.211
O: 0.088 2.321 1.178  -0.913
O: 4.272 -3.181 -3.825  -0.569
O: 1.963 -0.633 -4.350  -0.514
O: -4.167 2.373 1.008  -0.487
O: -2.722 0.411 4.958  -0.513
O: 0.154 -2.144 -4.794  -0.633
O: -1.947 3.847 1.156  -0.911
N: 3.269 -1.706 -2.643  -0.634
N: -2.015 1.850 2.514  -0.686
C: -1.563 0.985 -1.016  -0.204
C: 4.756 -1.165 0.948  -0.626
C: -1.456 -0.556 -3.005  -0.142
C: -3.244 1.659 4.660  -0.060
C: 3.464 -2.441 -3.608  0.655
C: -3.625 1.494 -0.056  0.282
C: 4.083 -0.795 -0.341  -0.236
C: -2.336 2.412 3.711  -0.277
C: -2.393 1.571 -0.294  -0.244
C: -0.239 -0.155 -3.531  -0.272
C: -2.309 -0.192 3.808  -0.085
C: -1.535 0.437 2.806  -0.307
C: 1.827 -0.799 0.555  -0.468
C: -4.252 0.639 -1.020  -0.222
C: -5.789 2.218 0.968  -0.254
C: 2.636 -2.926 -0.573  -0.508
C: 1.462 -2.024 -0.140  -0.312
C: 2.816 0.083 0.183  -0.196
C: 3.220 1.190 1.083  -0.620
C: 0.679 -1.006 -4.334  0.736
C: 2.921 -1.571 -4.829  -0.214
C: -3.547 0.267 -2.119  -0.211
C: -2.142 0.287 -2.151  0.012
C: 3.661 -2.320 -1.267  -0.004
H: -6.163 1.322 1.105  0.178
H: 5.253 -0.553 1.587  0.212
H: 2.138 -1.303 1.601  0.191
H: 2.856 -3.393 0.411  0.233
H: -3.577 2.392 5.514  0.199
H: -0.454 0.891 -0.993  0.264
H: -3.375 -0.471 3.353  0.145
H: -1.554 2.868 4.119  0.185
H: 0.830 -0.168 0.824  0.228
H: 2.377 1.729 0.935  0.244
H: -1.903 -1.378 -3.443  0.237
H: 3.986 1.898 0.423  0.211
H: -2.788 3.427 3.502  0.230
H: -4.120 1.558 4.257  0.158
H: 4.868 -0.184 -0.890  0.223
H: 4.229 -1.946 1.731  0.203
H: 2.244 -3.567 -1.244  0.227
H: 2.249 -2.354 -5.600  0.238
H: 3.621 -0.824 -5.486  0.232
H: 0.383 -2.780 0.426  0.221
H: -1.354 -0.273 1.936  0.237
H: 0.386 0.630 -2.958  0.199
H: 5.535 -2.164 0.595  0.188
H: 2.619 -0.894 -2.381  0.450
H: 0.943 -1.479 -1.078  0.168
H: -4.065 -0.457 -2.727  0.223
H: -6.229 2.793 0.104  0.201
H: 3.518 0.882 2.128  0.231
H: -1.931 -1.350 4.121  0.213
H: -6.138 2.992 1.788  0.212
H: 2.457 0.480 -0.926  0.153
H: 4.638 -2.869 -1.388  0.251
H: -5.572 0.684 -1.177  0.232
H: -0.490 0.879 3.164  0.209